Density functional theory data (ωB97M-V/def2-TZVPD) for a molecular structure, C20H18AuClF9O3PS.

For the HOMO energy (alpha / beta), the calculation gives -12.030 / -12.030 eV. For the LUMO energy (alpha / beta), the calculation gives -5.65 / -6.53 eV. As for the expectation value of S²: 0.77. As for the HOMO-LUMO gap (alpha / beta): 0.2344 / 0.2021 Eh. The energy relative to the best compared isomer or geometry (same formula, charge and spin) is 49.9 kcal per mole. As for the spin multiplicity: 2. As for the charge: +1.

Geometry (Å):
Au -0.99 -0.34 0.13
F -2.11 0.00 -2.09
P -1.80 -1.14 -3.32
F -1.54 0.10 -4.30
F -0.26 -1.11 -2.86
F -3.37 -1.12 -3.63
F -1.50 -2.21 -4.44
F -2.04 -2.30 -2.20
C -4.18 -1.82 -0.50
S -3.20 -0.83 0.63
C -3.25 -1.88 2.09
H -5.18 -1.76 -0.08
H -3.81 -2.84 -0.54
H -4.15 -1.36 -1.48
H -2.84 -2.86 1.86
H -4.29 -1.95 2.38
H -2.67 -1.40 2.88
F 1.36 -8.26 4.58
C 2.33 -7.40 4.24
F 3.16 -8.05 3.41
F 3.02 -7.11 5.35
C 1.76 -6.17 3.59
C 1.03 -6.33 2.42
C 0.49 -5.22 1.80
C 0.69 -3.95 2.35
C 1.42 -3.80 3.52
C 1.96 -4.91 4.14
C 0.13 -2.80 1.70
C -0.33 -1.83 1.15
H 0.89 -7.31 2.00
H -0.08 -5.32 0.88
H 1.57 -2.81 3.94
H 2.53 -4.81 5.05
C 4.74 1.13 -1.62
C 3.68 1.62 -2.56
C 3.91 2.77 -3.27
C 3.00 3.28 -4.22
Cl 3.38 4.70 -5.04
C 1.79 2.61 -4.50
C 1.52 1.47 -3.82
C 2.42 0.97 -2.82
O 1.94 -0.10 -2.26
C 2.41 -0.79 -1.09
C 2.03 0.01 0.15
O 2.86 0.24 0.99
O 0.80 0.51 0.20
H 5.55 1.85 -1.59
H 5.16 0.18 -1.97
H 4.38 0.98 -0.60
H 4.83 3.31 -3.11
H 1.11 3.00 -5.24
H 0.61 0.91 -3.99
H 3.48 -0.94 -1.12
H 1.90 -1.76 -1.10

***

Density functional theory data (ωB97M-V/def2-TZVPD) for 11 unconnected molecules or ions with the total composition C45H55F4N10O4P.

For the HOMO energy, the calculation gives -8.059 eV. For the LUMO energy, the calculation gives -0.30 eV. As for the HOMO-LUMO gap: 0.2850 Eh. As for the structure (SMILES): O=[PH2][C@H]1OC(=O)O[C@@H]1C(F)(F)C(F)F.c1cc[nH]c1.c1cc[nH]c1.c1cc[nH]c1.c1cc[nH]c1.c1cc[nH]c1.c1cc[nH]c1.c1cc[nH]c1.c1cc[nH]c1.c1cc[nH]c1.c1cc[nH]c1. As for the spin multiplicity: 1.

Geometry (Å):
O 0.12 3.32 -1.35
P 1.34 2.55 -1.63
C 1.43 0.92 -0.76
O 2.06 1.15 0.52
C 1.07 1.63 1.34
O 1.23 2.30 2.29
O -0.11 1.15 0.89
C 0.09 0.42 -0.31
C 0.05 -1.08 -0.06
F -1.24 -1.43 0.18
F 0.45 -1.70 -1.21
C 0.92 -1.60 1.08
F 1.00 -2.97 0.98
F 0.34 -1.31 2.28
H 1.51 2.29 -3.00
H 2.52 3.18 -1.23
H 2.01 0.26 -1.39
H -0.70 0.62 -1.02
H 1.93 -1.20 1.05
N 0.89 -3.92 4.01
C 2.04 -4.19 4.70
C 1.71 -4.49 5.99
C 0.29 -4.41 6.09
C -0.18 -4.05 4.85
H 0.84 -3.66 3.05
H 3.00 -4.13 4.20
H 2.40 -4.74 6.78
H -0.31 -4.59 6.96
H -1.19 -3.88 4.50
N 4.08 -1.57 5.27
C 5.13 -2.40 5.52
C 6.21 -1.62 5.86
C 5.77 -0.27 5.84
C 4.46 -0.27 5.47
H 3.17 -1.87 4.97
H 5.04 -3.47 5.41
H 7.20 -1.98 6.09
H 6.36 0.61 6.06
H 3.76 0.54 5.32
N 6.70 -1.49 2.57
C 7.90 -1.63 1.93
C 7.72 -1.30 0.62
C 6.36 -0.93 0.46
C 5.76 -1.06 1.68
H 6.52 -1.66 3.55
H 8.77 -1.96 2.47
H 8.48 -1.31 -0.14
H 5.88 -0.60 -0.45
H 4.75 -0.88 2.00
N 4.80 1.14 -1.39
C 4.81 0.42 -2.56
C 5.60 1.09 -3.45
C 6.09 2.26 -2.80
C 5.58 2.26 -1.53
H 4.31 0.89 -0.55
H 4.27 -0.50 -2.65
H 5.81 0.78 -4.46
H 6.74 3.00 -3.22
H 5.71 2.95 -0.72
N -1.88 5.47 -1.26
C -1.89 6.24 -2.38
C -2.62 7.37 -2.13
C -3.06 7.28 -0.78
C -2.59 6.10 -0.27
H -1.43 4.58 -1.17
H -1.37 5.92 -3.28
H -2.81 8.17 -2.82
H -3.66 8.00 -0.25
H -2.71 5.64 0.70
N -5.73 3.00 2.01
C -5.41 4.01 2.88
C -4.05 4.07 2.98
C -3.52 3.05 2.14
C -4.58 2.41 1.55
H -6.66 2.74 1.74
H -6.18 4.60 3.34
H -3.49 4.76 3.59
H -2.48 2.82 1.98
H -4.62 1.60 0.85
N -2.96 3.72 -4.29
C -2.87 3.05 -5.48
C -4.10 3.10 -6.09
C -4.96 3.83 -5.23
C -4.23 4.20 -4.13
H -2.22 3.85 -3.64
H -1.94 2.60 -5.79
H -4.35 2.66 -7.04
H -6.00 4.05 -5.40
H -4.50 4.77 -3.25
N 1.70 -7.36 2.84
C 1.37 -8.67 3.04
C 2.46 -9.44 2.71
C 3.48 -8.55 2.29
C 2.99 -7.28 2.38
H 1.10 -6.58 3.01
H 0.40 -8.95 3.41
H 2.51 -10.51 2.75
H 4.47 -8.81 1.95
H 3.44 -6.32 2.17
N -8.26 5.34 -7.41
C -8.69 5.38 -8.71
C -9.73 4.50 -8.84
C -9.94 3.91 -7.56
C -9.02 4.45 -6.71
H -7.50 5.88 -7.04
H -8.21 6.02 -9.43
H -10.28 4.30 -9.74
H -10.69 3.18 -7.30
H -8.84 4.28 -5.66
N -1.70 -4.50 -0.74
C -1.74 -5.02 0.53
C -2.58 -6.10 0.51
C -3.07 -6.23 -0.81
C -2.51 -5.23 -1.56
H -1.17 -3.70 -1.02
H -1.17 -4.58 1.32
H -2.82 -6.72 1.36
H -3.76 -6.98 -1.18
H -2.62 -4.98 -2.60

***

Density functional theory data (ωB97M-V/def2-TZVPD) for 2 unconnected molecules or ions with the total composition C2H9O2.

For the HOMO energy, the calculation gives -15.678 eV. For the LUMO energy, the calculation gives -4.28 eV. As for the HOMO-LUMO gap: 0.4190 Eh. The energy relative to the best compared isomer or geometry (same formula, charge and spin) is 42.2 kcal per mole. As for the spin multiplicity: 1. As for the charge: +1.

Geometry (Å):
O 0.92 -2.24 -0.84
H 0.90 1.99 1.49
H 0.53 -2.37 -1.77
H 1.38 -3.14 -0.76
C -0.23 0.20 0.46
O 0.88 1.30 0.78
C -1.43 0.90 -0.14
H -0.30 -0.05 1.53
H 0.42 -0.52 -0.23
H 1.85 1.06 0.49
H -0.92 1.35 -1.11
H -1.88 1.46 0.63
H -2.14 0.07 -0.53

***

Density functional theory data (ωB97M-V/def2-TZVPD) for a single C17H17N3O3 molecule.

For the HOMO energy, the calculation gives -7.948 eV. For the LUMO energy, the calculation gives 0.70 eV. As for the HOMO-LUMO gap: 0.3180 Eh. The energy relative to the best compared isomer or geometry (same formula, charge and spin) is 38.8 kcal per mole. As for the structure (SMILES): O=C(c1ccc2c(c1)OCO2)N1CCN(c2ccccn2)CC1. As for the spin multiplicity: 1.

Geometry (Å):
O -0.19 -0.56 3.16
C -0.61 -0.02 2.16
N -1.38 -0.67 1.25
C -1.71 -0.13 -0.06
H -2.64 0.46 -0.01
H -0.90 0.54 -0.39
C -1.87 -1.27 -1.06
N -0.84 -2.27 -0.89
C 0.16 -2.39 -1.80
N 0.11 -1.57 -2.86
C 1.04 -1.67 -3.79
C 2.09 -2.56 -3.73
C 2.15 -3.42 -2.64
C 1.18 -3.35 -1.67
H 1.20 -4.03 -0.83
H 2.94 -4.15 -2.56
H 2.83 -2.60 -4.52
H 0.93 -0.97 -4.61
C -0.76 -2.87 0.43
H 0.27 -2.85 0.78
C -1.63 -2.08 1.42
H -2.69 -2.28 1.27
H -1.36 -2.34 2.44
H -1.10 -3.92 0.40
H -1.79 -0.89 -2.08
H -2.85 -1.75 -0.94
C -0.33 1.42 1.87
C -1.36 2.35 1.85
C -1.11 3.71 1.65
C 0.19 4.08 1.46
C 1.23 3.15 1.49
C 1.00 1.82 1.70
H 1.80 1.10 1.74
O 2.42 3.79 1.28
C 2.11 5.16 1.14
O 0.71 5.33 1.24
H 2.45 5.52 0.15
H 2.61 5.74 1.92
H -1.91 4.43 1.64
H -2.38 2.02 2.01

***

Density functional theory data (ωB97M-V/def2-TZVPD) for a single C16H20ClN3O3 molecule.

For the HOMO energy, the calculation gives -8.627 eV. For the LUMO energy, the calculation gives 0.57 eV. As for the HOMO-LUMO gap: 0.3381 Eh. As for the structure (SMILES): CCC(=O)N1CCNC(=O)[C@@H]1CC(=O)Nc1ccc(C)c(Cl)c1. As for the spin multiplicity: 1.

Geometry (Å):
C -1.35 -1.08 2.73
H -2.07 -1.57 3.39
H -0.36 -1.18 3.16
H -1.60 -0.02 2.68
C -1.39 -1.75 1.35
C -2.78 -1.68 0.76
O -3.58 -2.58 0.94
N -3.13 -0.58 0.05
C -2.34 0.61 -0.16
C -3.14 1.91 0.04
O -2.56 2.98 0.00
N -4.46 1.82 0.23
H -4.94 2.69 0.39
C -5.23 0.59 0.29
C -4.48 -0.49 -0.48
H -4.95 -1.47 -0.35
H -4.44 -0.24 -1.55
H -6.21 0.76 -0.15
H -5.35 0.27 1.33
H -1.54 0.65 0.59
C -1.70 0.66 -1.57
H -2.38 0.24 -2.30
C -0.41 -0.15 -1.61
O -0.33 -1.23 -2.14
N 0.61 0.48 -0.95
C 1.91 0.02 -0.72
C 2.78 0.87 -0.04
C 4.07 0.47 0.22
C 4.55 -0.78 -0.17
C 3.66 -1.61 -0.83
C 2.36 -1.23 -1.11
H 1.69 -1.90 -1.64
H 3.99 -2.59 -1.15
C 5.95 -1.20 0.13
H 6.66 -0.51 -0.33
H 6.14 -2.20 -0.25
H 6.13 -1.19 1.20
Cl 5.12 1.56 1.07
H 2.45 1.85 0.28
H 0.42 1.41 -0.60
H -1.49 1.70 -1.82
H -1.15 -2.80 1.47
H -0.65 -1.31 0.68

***

Density functional theory data (ωB97M-V/def2-TZVPD) for a single C4H5N3O2 molecule.

For the HOMO energy (alpha / beta), the calculation gives -9.579 / -9.291 eV. For the LUMO energy (alpha / beta), the calculation gives -0.96 / -2.21 eV. As for the HOMO-LUMO gap (alpha / beta): 0.3166 / 0.2602 Eh. The energy relative to the best compared isomer or geometry (same formula, charge and spin) is 248.3 kcal per mole. As for the spin multiplicity: 1.

Geometry (Å):
C -0.08 0.62 -0.46
C -0.99 -1.67 -0.09
C -1.23 -0.43 -0.04
C -2.48 0.31 0.32
N 1.13 0.50 -0.42
N 2.03 -0.37 -0.22
N 3.27 0.07 0.13
O 4.10 -0.79 0.28
O 3.45 1.26 0.26
H -0.52 1.51 -0.85
H -0.32 -2.48 -0.19
H -2.43 0.60 1.37
H -2.60 1.21 -0.28
H -3.34 -0.34 0.19

***

Density functional theory data (ωB97M-V/def2-TZVPD) for 9 unconnected molecules or ions with the total composition C5H27NO8.

For the HOMO energy, the calculation gives -9.169 eV. For the LUMO energy, the calculation gives 0.21 eV. As for the HOMO-LUMO gap: 0.3448 Eh. The energy relative to the best compared isomer or geometry (same formula, charge and spin) is 85.1 kcal per mole. As for the structure (SMILES): C=C(C)CCN.O.O.O.O.O.O.O.O. As for the spin multiplicity: 1.

Geometry (Å):
C 2.15 1.83 0.55
C 0.63 1.33 0.43
C -0.29 2.46 -0.30
C -0.04 3.75 0.03
C -1.32 1.83 -1.19
N 3.20 0.89 0.31
H 2.20 2.64 -0.19
H 2.24 2.44 1.54
H 0.49 0.43 -0.13
H 0.31 1.36 1.50
H -0.53 4.56 -0.56
H 0.79 4.12 0.69
H -0.86 0.94 -1.90
H -1.74 2.50 -2.07
H -2.17 1.40 -0.79
H 3.00 0.00 0.76
H 4.09 1.34 0.43
H -3.55 -0.51 0.97
H -3.90 1.02 0.50
O -3.85 0.05 0.16
H 1.90 0.24 -2.78
H 2.75 0.54 -1.60
O 2.79 0.10 -2.58
H -0.94 -3.65 1.39
H -1.50 -3.81 0.00
O -1.73 -3.61 0.86
H -0.54 -1.97 -0.89
H 1.06 -2.21 -0.83
O 0.12 -2.49 -0.48
H -3.37 0.04 -1.49
H -3.63 -0.99 -2.51
O -3.00 -0.30 -2.32
H 1.28 -0.76 2.69
H 1.31 0.60 3.34
O 2.00 -0.10 3.23
H -2.39 -1.90 1.19
H -2.62 -2.18 2.65
O -2.61 -1.40 2.03
H 3.04 -2.56 -0.71
H 3.07 -1.33 -1.57
O 2.65 -1.71 -0.76

***

Density functional theory data (ωB97M-V/def2-TZVPD) for a molecular structure, C20H24Br2CoN7O5.

For the HOMO energy (alpha / beta), the calculation gives -14.372 / -14.366 eV. For the LUMO energy (alpha / beta), the calculation gives -6.10 / -10.50 eV. As for the expectation value of S²: 6.03. As for the HOMO-LUMO gap (alpha / beta): 0.3039 / 0.1420 Eh. The energy relative to the best compared isomer or geometry (same formula, charge and spin) is 17.9 kcal per mole. As for the spin multiplicity: 5. As for the charge: +2.

Geometry (Å):
Co 0.62 -0.45 -0.10
O -4.48 -2.92 -1.74
C -4.08 -3.50 -0.65
O -4.69 -4.37 -0.08
C -2.77 -3.07 -0.04
C -2.26 -3.60 1.13
N -1.10 -2.98 1.39
N -0.81 -2.08 0.45
C -1.81 -2.11 -0.44
C -1.75 -1.18 -1.63
O -2.69 -1.14 -2.41
O -0.70 -0.47 -1.67
H -3.87 -2.21 -2.12
H -2.68 -4.37 1.76
H -0.48 -3.14 2.17
Br 5.04 3.50 -3.45
C 3.80 2.44 -2.50
C 2.86 3.03 -1.66
C 2.00 2.20 -0.97
N 2.01 0.87 -1.07
C 2.88 0.30 -1.92
C 3.80 1.06 -2.64
C 2.77 -1.16 -2.08
C 3.51 -1.86 -3.03
C 3.30 -3.23 -3.19
Br 4.31 -4.19 -4.46
C 2.35 -3.85 -2.40
C 1.68 -3.09 -1.47
N 1.88 -1.79 -1.29
H 2.81 4.10 -1.55
H 1.25 2.62 -0.32
H 4.51 0.60 -3.30
H 4.24 -1.36 -3.65
H 2.15 -4.91 -2.50
H 0.94 -3.55 -0.83
O 1.99 -1.02 1.65
H 2.60 -1.75 1.50
H 2.49 -0.33 2.10
C -3.38 1.43 0.78
N -2.43 2.27 1.47
C -2.73 3.69 1.47
C -1.13 1.82 1.63
N -0.61 1.00 0.74
N -0.47 2.24 2.71
C 0.94 2.03 2.88
C -1.14 2.82 3.86
H -4.39 1.74 1.08
H -3.24 0.40 1.08
H -3.33 1.51 -0.31
H -3.02 4.00 0.46
H -1.87 4.27 1.78
H -3.57 3.91 2.14
H -1.23 0.96 -0.07
H 1.13 1.16 3.52
H 1.36 2.91 3.37
H 1.42 1.89 1.92
H -2.20 2.59 3.83
H -1.00 3.90 3.89
H -0.71 2.40 4.76